(1)
# C2HBr4ClO2S

C2HBr4ClO2S as an isolated structure (ωB97M-V/def2-TZVPD, OMol25).

```
11
Properties=species:S:1:pos:R:3:forces:R:3:mulliken_charge:R:1
C 0.9812 -0.3511 0.8071 0.99 -0.39 1.45 -0.396
C -0.3785 0.0698 0.3890 0.34 -3.04 -0.82 -0.381
O -0.3864 2.0968 -1.1647 -0.01 -1.30 -0.68 -0.453
O 0.6394 -0.0380 -2.0538 -1.89 0.63 0.70 -0.443
S -0.3947 0.6592 -1.3184 0.42 0.92 -0.51 1.157
Cl -2.3222 0.1750 -1.8084 0.81 0.11 -0.34 -0.121
Br 1.0572 -1.0532 2.6383 -0.12 0.42 -0.25 -0.005
Br 2.1568 1.1958 0.5683 0.05 -0.12 0.34 0.018
Br -1.3928 -2.5117 0.0988 0.90 2.00 0.24 -0.173
Br -1.4454 0.9335 1.5168 -0.90 0.58 0.81 0.285
H 1.4854 -1.1761 0.3269 -0.58 0.19 -0.94 0.512
```
Positions in Å, forces in eV/Å.

Values from the calculation:
net charge: 0
HOMO: -10.08 eV
relative energy (zero: lowest compared OMol25 entry of this formula, charge and spin): 30.2 kcal per mole
orbital gap: 6.77 eV
molecular weight: 444.16 g mol⁻¹


(2)
# C3H3CeO3

C3H3CeO3 as an isolated structure (ωB97M-V/def2-TZVPD, OMol25).

```
10
Properties=species:S:1:pos:R:3:forces:R:3:mulliken_charge:R:1
O 0.3985 0.0284 0.4353 2.78 1.18 -1.05 -0.405
Ce 2.2662 1.0113 -0.9010 -2.57 -2.28 -0.07 2.181
O 0.9053 -0.6192 -1.5665 3.83 1.80 -1.34 -0.549
C 0.0715 -0.8228 -0.6355 -6.32 -0.64 1.64 0.809
O -1.0249 -1.3487 -0.6166 3.06 0.32 -0.07 -0.361
C -0.5023 -0.0294 1.5617 -0.65 -0.86 1.72 -0.224
H -0.2689 0.8330 2.2144 -0.23 -0.33 -0.06 0.322
H -0.2826 -0.9726 2.0942 0.38 0.33 -0.28 0.308
C -1.8896 0.1110 1.1328 -0.10 -0.08 -0.58 -0.337
H -2.4769 -0.5528 1.7949 -0.18 0.57 0.08 0.255
```
Positions in Å, forces in eV/Å.

Values from the calculation:
net charge: +2
HOMO (spin up / spin down): -15.81 / -15.82 eV
expectation value of S²: 0.752
relative energy (zero: lowest compared OMol25 entry of this formula, charge and spin): 46.2 kcal per mole
orbital gap (spin up / spin down): 3.79 / 4.27 eV
molecular weight: 227.17 g mol⁻¹
2S+1: 2


(3)
# C25H19Cl2N3O5

C25H19Cl2N3O5 in the gas phase (ωB97M-V/def2-TZVPD, OMol25).

```
54
Properties=species:S:1:pos:R:3:forces:R:3:mulliken_charge:R:1
O -4.1450 -2.5980 0.9808 -0.01 -0.01 0.04 -0.645
C -4.0681 -1.5754 0.3426 -0.05 -0.08 0.03 0.016
C -4.2418 -0.1722 0.7874 -0.05 0.67 -0.21 0.504
C -4.5023 0.3489 2.0370 0.04 -0.14 -0.11 -0.638
C -4.5780 1.7331 2.1569 0.01 -0.06 0.10 -0.460
C -4.3955 2.5577 1.0580 0.01 0.05 -0.11 -0.676
C -4.1301 2.0303 -0.2022 -0.02 -0.18 -0.09 -0.408
C -4.0577 0.6595 -0.3198 -0.28 0.09 0.70 0.433
C -3.7465 -0.1961 -1.4876 -0.02 0.02 -0.22 0.394
O -3.5213 0.1044 -2.6317 0.00 0.13 0.04 -0.658
N -3.7822 -1.5030 -1.0097 0.07 -0.29 -0.20 0.389
C -3.5655 -2.6515 -1.8609 0.02 -0.39 -0.02 -1.018
C -2.3046 -3.4431 -1.5025 -0.01 0.18 -0.09 -0.899
C -1.0469 -2.5640 -1.4583 -0.05 -0.08 0.15 -0.345
C -0.6193 -2.2803 -0.0146 -0.39 -0.07 -0.20 -1.177
N 0.3215 -1.1717 0.0863 -0.10 -0.16 -0.02 0.643
C -0.1986 0.0742 -0.0383 0.13 0.09 -0.07 0.264
O -1.3934 0.2682 -0.1570 0.17 -0.03 -0.10 -0.220
C 0.7767 1.2115 -0.0994 -0.19 0.57 -0.03 -0.631
C 1.8511 1.1701 -0.9741 0.20 0.27 -0.14 0.099
C 2.6981 2.2635 -1.0797 -1.04 0.03 0.77 -0.662
N 3.8297 2.1911 -1.9722 0.33 -0.07 -0.26 1.072
O 4.0202 1.1425 -2.5487 0.09 -0.24 -0.20 -0.614
O 4.5205 3.1794 -2.0815 0.23 0.27 -0.07 -0.638
C 2.4794 3.4184 -0.3356 0.22 -0.18 -0.24 -0.573
C 1.4003 3.4735 0.5212 -0.15 -0.19 0.05 -0.569
C 0.5489 2.3786 0.6374 0.28 -0.21 -0.33 0.809
Cl -0.7770 2.4563 1.7235 -0.10 0.19 0.29 -0.174
C 1.6647 -1.4306 0.4200 0.53 -0.11 0.28 -0.450
C 2.3827 -2.4064 -0.2653 -0.15 0.19 0.09 0.001
C 3.7011 -2.6626 0.0584 0.13 0.04 0.14 -0.935
C 4.3101 -1.9425 1.0748 -0.28 0.06 -0.09 0.341
Cl 5.9585 -2.2509 1.4743 0.23 -0.05 0.06 -0.215
C 3.6008 -0.9810 1.7792 0.11 -0.06 -0.07 -1.025
C 2.2808 -0.7336 1.4572 -0.05 -0.26 -0.06 0.170
H -4.6348 -0.2986 2.8903 -0.02 -0.07 0.07 0.516
H -4.7748 2.1723 3.1240 -0.03 0.04 0.06 0.411
H -4.4522 3.6291 1.1844 -0.01 0.07 0.01 0.412
H -3.9737 2.6671 -1.0588 0.02 0.06 -0.09 0.502
H -3.4918 -2.2613 -2.8798 -0.06 -0.06 0.13 0.436
H -4.4371 -3.3102 -1.7876 0.05 0.09 -0.08 0.335
H -2.1921 -4.2274 -2.2518 -0.03 -0.05 0.04 0.340
H -2.4527 -3.9251 -0.5353 -0.02 -0.10 -0.02 0.473
H -0.2285 -3.0492 -1.9927 0.04 0.05 -0.02 0.541
H -1.2491 -1.6146 -1.9570 0.06 0.03 -0.04 0.348
H -1.5015 -2.0067 0.5718 0.13 -0.14 0.00 0.130
H -0.1596 -3.1617 0.4350 -0.04 0.08 0.02 0.558
H 2.0411 0.2990 -1.5830 0.02 -0.04 0.02 0.655
H 3.1568 4.2519 -0.4421 0.00 0.02 0.01 0.521
H 1.2072 4.3580 1.1062 -0.01 0.08 0.06 0.498
H 1.9135 -2.9584 -1.0640 -0.07 -0.05 -0.11 0.364
H 4.2582 -3.4121 -0.4805 0.07 -0.07 -0.04 0.424
H 4.0762 -0.4387 2.5809 0.07 0.04 0.08 0.437
H 1.7206 -0.0032 2.0207 -0.06 0.04 0.08 0.595
```
Positions in Å, forces in eV/Å.

Values from the calculation:
net charge: 0
HOMO: -8.99 eV
orbital gap: 8.13 eV
molecular weight: 512.35 g mol⁻¹
SMILES string: O=C1c2ccccc2C(=O)N1CCCCN(C(=O)c1cc([N+](=O)[O-])ccc1Cl)c1ccc(Cl)cc1


(4)
# C21H23O5PPtS

C21H23O5PPtS as an isolated structure (ωB97M-V/def2-TZVPD, OMol25).

```
52
Properties=species:S:1:pos:R:3:forces:R:3:mulliken_charge:R:1
Pt 0.5021 -0.4242 0.1738 -0.04 0.21 0.03 1.070
O 0.7846 0.2107 4.4187 0.01 0.00 -0.05 -0.754
S 0.2347 -0.3828 3.2382 0.03 -0.09 0.07 1.344
O 1.1122 -0.0284 2.0460 0.01 0.02 0.02 -0.527
O -1.1615 -0.1909 2.9442 0.00 0.00 -0.03 -0.556
C 0.4512 -2.1514 3.3914 -0.01 -0.04 -0.05 0.145
C 0.9404 -2.6570 4.5830 0.00 0.00 -0.02 -0.509
C 1.0950 -4.0281 4.7398 -0.01 -0.03 -0.04 -0.563
C 0.7715 -4.8886 3.7025 0.02 0.03 0.03 -0.785
C 0.2842 -4.3814 2.5052 0.00 0.02 0.00 -0.281
C 0.1088 -3.0117 2.3396 0.03 0.08 0.03 -0.135
P -0.5379 -2.3007 0.7989 -0.07 -0.03 0.02 0.514
C -2.3352 -2.2508 0.9987 0.02 -0.10 0.02 0.487
C -3.0191 -3.3146 1.5827 0.00 0.01 0.00 -0.126
C -4.3987 -3.2728 1.6965 -0.02 0.02 -0.01 -0.709
C -5.0984 -2.1674 1.2273 -0.01 -0.02 0.01 -0.501
C -4.4187 -1.1040 0.6537 0.02 0.02 0.00 -0.706
C -3.0361 -1.1422 0.5425 0.00 0.04 -0.02 -0.102
C -0.2536 -3.5742 -0.4740 -0.10 -0.01 -0.03 -0.460
C -1.2857 -4.0596 -1.2739 0.05 -0.04 0.00 -0.345
C -1.0072 -4.9329 -2.3203 -0.01 0.01 0.01 -0.760
C 0.2973 -5.3265 -2.5707 0.01 0.00 0.00 -0.428
C 1.3337 -4.8388 -1.7813 0.00 -0.01 -0.02 -0.799
C 1.0623 -3.9599 -0.7471 0.02 0.03 0.02 0.039
H 1.1982 -1.9659 5.3733 0.00 0.01 0.00 0.578
H 1.4747 -4.4213 5.6736 0.01 0.00 0.00 0.400
H 0.9014 -5.9567 3.8190 -0.01 0.00 0.01 0.412
H 0.0484 -5.0583 1.6931 -0.01 0.00 0.00 0.440
H -2.4735 -4.1708 1.9622 0.00 0.00 -0.01 0.350
H -4.9280 -4.0960 2.1584 0.00 0.00 0.00 0.414
H -6.1759 -2.1316 1.3231 0.00 0.00 0.00 0.379
H -4.9614 -0.2344 0.3072 0.00 0.00 0.00 0.403
H -2.4917 -0.3017 0.1291 -0.01 -0.01 -0.01 0.350
H -2.3067 -3.7572 -1.0809 0.00 0.00 0.00 0.386
H -1.8158 -5.3050 -2.9358 0.00 0.00 0.00 0.425
H 0.5114 -6.0089 -3.3829 0.00 0.00 0.00 0.395
H 2.3545 -5.1386 -1.9784 0.00 0.00 0.00 0.404
H 1.8731 -3.5642 -0.1454 -0.01 0.00 0.00 0.440
C -0.6587 1.2216 -3.0868 0.00 0.00 0.04 -1.197
C 0.3609 0.1285 -2.9051 0.07 0.08 0.16 -0.105
O -0.0804 -0.7423 -1.8084 -0.01 -0.03 -0.08 -0.387
H -0.3392 1.8914 -3.8868 0.01 -0.03 0.00 0.395
H -0.7253 1.8035 -2.1690 0.00 0.01 0.03 0.276
H -1.6412 0.8204 -3.3366 0.01 -0.02 -0.01 0.337
H 1.3235 0.5437 -2.6142 -0.01 -0.05 -0.05 0.214
H 0.4583 -0.5121 -3.7805 -0.02 0.00 -0.04 0.375
H 0.0653 -1.6671 -2.0423 0.05 -0.02 0.02 0.227
C 2.0440 2.0918 0.3759 -0.04 0.01 -0.02 -0.666
O 1.4179 1.2022 -0.5129 0.00 -0.03 -0.04 -0.525
H 2.8520 1.6201 0.9446 0.01 -0.01 0.01 0.232
H 1.3424 2.5232 1.0991 0.02 0.00 0.00 0.248
H 2.4744 2.9118 -0.2087 0.00 0.00 0.00 0.243
```
Positions in Å, forces in eV/Å.

Values from the calculation:
net charge: 0
HOMO: -8.21 eV
relative energy (zero: lowest compared OMol25 entry of this formula, charge and spin): 0.0 kcal per mole
orbital gap: 8.46 eV
molecular weight: 613.53 g mol⁻¹


(5)
# H32O16

A 16-piece molecular cluster, H32O16 overall (ωB97M-V/def2-TZVPD, OMol25).

```
48
Properties=species:S:1:pos:R:3:forces:R:3:mulliken_charge:R:1
O -1.5403 3.0197 0.4557 -0.53 0.97 0.44 -0.529
H -1.7521 3.1506 1.3843 -0.30 0.23 0.01 0.291
H -0.7886 2.4519 0.4978 0.67 -0.92 -0.29 0.177
O 1.9004 -2.6333 -0.5821 3.16 -0.50 -1.48 -0.639
H 1.1150 -2.3714 -0.2010 -3.21 0.66 0.99 0.236
H 2.4842 -2.6023 0.1691 0.56 -0.32 0.32 0.291
O -1.7294 0.2753 1.6592 -0.54 -0.71 -0.19 -0.435
H -1.4904 0.9763 2.2471 0.14 0.57 0.64 0.170
H -2.6735 0.1200 1.7955 0.15 0.15 -0.12 0.210
O 0.4738 -1.4428 2.6641 0.71 0.97 0.38 -0.635
H 0.6126 -1.3906 3.6204 -0.09 -0.17 -0.22 0.295
H 0.8502 -0.5976 2.3395 -0.17 -0.56 0.18 0.283
O 1.2271 2.1844 -0.0049 0.98 0.93 -1.02 -0.684
H 1.2290 3.0378 0.4523 -0.16 0.01 -0.26 0.310
H 1.4791 2.3677 -0.9503 -0.34 -0.15 1.12 0.230
O 0.0872 -0.2140 -0.2834 1.87 0.24 -1.46 1.020
H -0.5962 -0.4029 0.3312 -0.98 0.22 1.28 -0.162
H 0.5477 0.6359 -0.1123 -0.88 -1.03 0.37 -0.163
O -0.3166 0.9073 -3.3680 0.86 -0.35 0.20 -0.614
H 0.4673 0.4038 -3.0136 -0.60 0.21 -0.50 0.360
H -0.4545 0.6085 -4.2705 0.17 -0.10 -0.04 0.270
O 2.1660 -0.1531 -2.5068 -1.16 -0.30 -1.13 -0.613
H 2.6572 0.6008 -2.7592 0.94 1.30 -1.50 0.342
H 2.3954 -0.0919 -1.6012 0.05 -1.09 2.09 0.279
O -0.8366 -2.2887 -2.4714 0.14 1.49 -1.42 -0.675
H -1.0042 -2.9207 -1.8011 -0.11 -0.61 1.13 0.327
H -0.8094 -1.3911 -2.0840 -0.01 -0.93 0.08 0.353
O -2.2170 0.7198 -1.5304 -1.68 0.19 -0.02 -0.649
H -1.8938 0.7908 -2.4261 0.11 0.15 -0.60 0.446
H -1.4169 0.5186 -1.0742 0.86 -0.34 0.69 0.188
O -0.3292 3.6734 -2.2887 0.74 -0.03 0.31 -0.579
H 0.1409 4.2174 -1.6509 -0.25 0.56 -0.07 0.366
H -0.3202 2.8245 -1.8333 -0.74 -0.31 -0.48 0.194
O -2.1938 -2.0194 3.3565 -1.70 -2.51 1.90 -0.634
H -1.6120 -1.4957 2.8845 2.03 1.74 -1.57 0.430
H -1.6971 -2.8489 3.5221 -0.59 0.71 -0.29 0.353
O -2.7371 -2.0385 -0.2001 -1.59 0.71 -0.43 -0.555
H -3.2355 -1.7083 -0.9852 1.07 -0.25 0.32 0.307
H -3.3705 -1.7816 0.4913 0.50 -0.45 0.14 0.237
O 1.8420 1.0947 2.5107 -0.49 -0.16 -0.53 -0.604
H 2.1619 1.4768 1.6986 -0.45 -0.11 -1.11 0.181
H 2.4853 1.4611 3.0836 0.85 0.26 1.75 0.277
O 3.5277 0.3526 -0.2715 0.30 1.64 -0.17 -0.642
H 3.5143 -0.1935 0.4962 -0.05 -0.94 0.85 0.315
H 3.5203 1.2630 0.0835 0.12 -0.67 -0.41 0.287
O -0.3873 -3.1816 0.8271 0.05 0.20 0.32 -0.727
H -0.3325 -2.4039 1.4033 0.28 -0.47 0.15 0.157
H -1.1499 -2.9607 0.2965 -0.68 -0.15 -0.33 0.360
```
Positions in Å, forces in eV/Å.

Values from the calculation:
net charge: 0
HOMO: -9.97 eV
relative energy (zero: lowest compared OMol25 entry of this formula, charge and spin): 137.1 kcal per mole
orbital gap: 8.91 eV
molecular weight: 288.24 g mol⁻¹


Q: The highest molecular weight belongs to which entry?
A: C21H23O5PPtS